1.
Molecular formula: C4H6N5
Method: DFT, ωB97M-V with the def2-TZVPD basis set

Calculated values
Frontier orbital gap ... 9.3222 eV
E_tot ... -11694.154 eV
Energy relative to the best compared isomer or geometry (same formula, charge and spin) ... 106.6 kJ/mol
Charge ... -1

Each line ends with the Löwdin charge.
Cartesian coordinates (Å):
C: 0.56247 1.69145 0.98311  -0.349
C: -0.91938 -0.66525 -1.13286  -0.398
C: 0.45594 -0.62574 -1.54930  -0.064
C: -1.86994 -1.38182 -0.30062  -0.164
N: 1.48603 0.78103 0.66426  -0.115
N: 0.55726 1.94401 2.28514  -0.086
N: 2.05024 0.46230 1.82881  -0.151
N: 1.50587 1.14959 2.77689  -0.173
N: -2.07133 -0.14134 -1.11657  0.113
H: 1.02145 -0.09016 -0.71675  0.034
H: 0.59537 -0.07160 -2.47311  0.071
H: 0.87839 -1.62838 -1.62496  0.077
H: -0.08963 2.15910 0.26717  0.071
H: -2.32089 -2.30171 -0.66775  0.063
H: -1.84184 -1.28150 0.77653  0.072


2.
Molecular formula: C4H6NO
Method: DFT, ωB97M-V with the def2-TZVPD basis set

Calculated values
Frontier orbital gap (alpha / beta) ... 8.6083 / 8.7273 eV
E_tot ... -7768.276 eV
Energy relative to the best compared isomer or geometry (same formula, charge and spin) ... 638.8 kJ/mol
Charge ... +1

Each line ends with the Löwdin charge.
Cartesian coordinates (Å):
C: -2.91862 -0.46749 -0.15376  0.346
C: 0.60737 0.64901 -0.32335  -0.152
C: -0.54552 0.14220 0.33623  -0.367
C: 1.99807 0.06995 -0.15384  0.012
N: -1.80409 -0.11557 -0.06118  0.173
O: -0.09834 1.27642 0.86495  0.143
H: -3.87229 -0.86621 -0.41421  0.139
H: 0.34698 1.17242 -1.25932  0.169
H: -0.66396 -1.70064 1.17636  0.269
H: 2.36768 0.67158 0.69052  0.114
H: 2.65428 0.13917 -0.92181  0.052
H: 1.92843 -0.97085 0.21941  0.101


3.
Molecular formula: C4H6NO2
Method: DFT, ωB97M-V with the def2-TZVPD basis set

Calculated values
Frontier orbital gap ... 11.0625 eV
E_tot ... -9821.203 eV
Energy relative to the best compared isomer or geometry (same formula, charge and spin) ... 134.9 kJ/mol
Charge ... +1

Each line ends with the Löwdin charge.
Cartesian coordinates (Å):
C: -0.25423 -0.57215 0.13580  -0.047
C: 0.37547 0.47252 0.30618  -0.008
C: -2.52784 0.53402 -0.39352  -0.468
C: 0.58413 1.78725 0.79774  -0.054
N: -0.55241 -1.97430 0.01910  0.250
O: -2.84008 -0.37683 0.23375  0.196
O: -2.31212 1.45337 -1.01181  0.279
H: 1.53183 2.02917 1.27107  0.104
H: -0.16087 1.96765 1.60885  0.127
H: 0.43407 2.45717 -0.00842  0.087
H: -1.45377 -2.00621 -0.47080  0.169
H: -0.64669 -2.29575 0.96703  0.183
H: 0.13298 -2.50622 -0.48314  0.180


4.
Molecular formula: C4H6NO2
Method: DFT, ωB97M-V with the def2-TZVPD basis set

Calculated values
Frontier orbital gap ... 11.1633 eV
E_tot ... -9819.345 eV
Energy relative to the best compared isomer or geometry (same formula, charge and spin) ... 314.1 kJ/mol
Charge ... +1

Each line ends with the Löwdin charge.
Cartesian coordinates (Å):
C: 2.22631 -0.02707 -0.04041  0.013
C: -0.34033 -0.62284 0.03478  -0.256
C: 1.19665 1.16270 0.04561  0.019
C: -1.70210 -1.16467 -0.04291  0.109
N: 2.02682 -1.29768 -0.01267  0.184
O: -0.15440 0.65373 0.05888  0.106
O: 0.61736 -1.57361 0.04765  0.067
H: 3.20161 0.18996 -0.14423  0.098
H: 1.25049 1.66720 0.91146  0.100
H: 1.11371 1.84920 -0.88743  0.193
H: -2.33636 -0.74913 0.90716  0.205
H: -1.58390 -2.16541 -0.00092  0.075
H: -2.10871 -0.58122 -0.76845  0.085


5.
Molecular formula: C4H6NO2
Method: DFT, ωB97M-V with the def2-TZVPD basis set

Calculated values
Frontier orbital gap (alpha / beta) ... 8.0031 / 6.0673 eV
E_tot ... -9816.566 eV
⟨S²⟩ ... 2.043
2S+1 ... 3
Energy relative to the best compared isomer or geometry (same formula, charge and spin) ... 144.6 kJ/mol
Charge ... +1

Each line ends with the Löwdin charge.
Cartesian coordinates (Å):
C: 1.56431 0.91808 -0.77675  0.028
C: 0.63464 0.83373 0.19467  -0.110
C: 1.83593 -0.07109 -1.99083  -0.047
C: -2.16223 -0.85934 1.38522  -0.039
N: -0.43462 0.01495 0.23070  0.084
O: 1.71552 -1.26106 -1.92038  0.318
O: -0.99446 -0.09797 1.39637  -0.062
H: 2.26213 1.76443 -0.79484  0.126
H: 0.79938 1.57836 1.02945  0.173
H: 2.36108 0.42890 -2.92488  0.229
H: -3.04475 -0.26046 1.17215  0.107
H: -2.35461 -1.32097 2.32523  0.096
H: -2.18232 -1.66755 0.67389  0.098


6.
Molecular formula: C4H6NO2S
Method: DFT, ωB97M-V with the def2-TZVPD basis set

Calculated values
Frontier orbital gap ... 7.0932 eV
E_tot ... -20663.043 eV
Energy relative to the best compared isomer or geometry (same formula, charge and spin) ... 396.0 kJ/mol
Charge ... -1

Each line ends with the Löwdin charge.
Cartesian coordinates (Å):
O: 1.95416 -0.79944 -1.70629  -0.054
C: 0.88118 -0.53000 -1.00794  -0.478
N: 0.89479 0.92743 -0.49438  0.073
C: 1.02694 0.82131 0.87830  -0.431
O: 1.56290 -0.12022 1.42423  -0.009
C: -0.43361 -1.22010 -0.72923  -0.075
C: -1.29332 -0.86053 0.53154  -0.624
S: -2.09322 0.87615 0.42621  0.144
H: 0.00617 1.36264 -0.74807  0.032
H: 0.58370 1.66716 1.47115  0.115
H: 0.78993 -1.45842 -0.26387  0.161
H: -0.87371 -1.56360 -1.65795  0.112
H: -0.49011 -0.82549 1.26329  0.015
H: -2.01168 -1.59947 0.79722  0.020


7.
Molecular formula: C4H6NOP
Method: DFT, ωB97M-V with the def2-TZVPD basis set

Calculated values
Frontier orbital gap ... 8.0230 eV
E_tot ... -17068.913 eV
Energy relative to the best compared isomer or geometry (same formula, charge and spin) ... 155.6 kJ/mol
Charge ... 0

Each line ends with the Löwdin charge.
Cartesian coordinates (Å):
C: -1.05140 -0.40017 -1.45568  -0.264
C: -0.64542 0.87085 -1.25161  -0.307
C: -0.08109 -1.32712 0.46270  -0.279
C: 1.17148 -0.75024 0.45182  -0.134
N: -0.92468 -1.32779 -0.50986  0.033
O: -0.56810 1.93157 1.31635  -0.360
P: 0.45168 1.46608 0.12050  0.947
H: -1.56023 -0.71762 -2.27087  0.069
H: -0.85865 1.70047 -2.03526  0.074
H: -0.17749 -1.86196 1.35472  0.094
H: 1.93612 -0.93063 1.14163  0.050
H: 1.50958 -0.70083 -0.52728  0.039
H: -0.53675 2.88893 1.44380  0.037


8.
Molecular formula: C4H6NOP
Method: DFT, ωB97M-V with the def2-TZVPD basis set

Calculated values
Frontier orbital gap (alpha / beta) ... 7.3772 / 7.3798 eV
E_tot ... -17068.161 eV
Energy relative to the best compared isomer or geometry (same formula, charge and spin) ... 228.1 kJ/mol
Charge ... 0

Each line ends with the Löwdin charge.
Cartesian coordinates (Å):
C: -1.04078 -0.35764 1.15322  -0.140
C: -1.66487 0.40484 0.07687  -0.290
C: 0.10063 -1.04270 1.22879  -0.220
C: -1.29953 0.45601 -1.17984  -0.016
N: 2.31636 0.50282 -0.98220  -0.222
O: 1.11525 -1.25601 0.34199  -0.399
P: 1.30914 -0.82568 -1.22021  0.930
H: -1.62624 -0.37147 2.06254  0.094
H: -2.57058 0.93874 0.40070  0.087
H: 0.35393 -1.54717 2.15394  0.112
H: -1.66791 0.97304 -2.03994  -0.007
H: 2.13526 1.09761 -0.18443  0.045
H: 2.53935 1.02760 -1.81144  0.025


9.
Molecular formula: C4H6NOPS
Method: DFT, ωB97M-V with the def2-TZVPD basis set

Calculated values
Frontier orbital gap (alpha / beta) ... 6.9775 / 6.6174 eV
E_tot ... -27903.503 eV
Energy relative to the best compared isomer or geometry (same formula, charge and spin) ... 275.1 kJ/mol
Charge ... 0

Each line ends with the Löwdin charge.
Cartesian coordinates (Å):
C: 0.21837 1.08661 1.75298  -0.203
C: 0.85363 0.08228 1.12117  -0.371
C: -0.76865 2.15509 -0.14222  -0.784
C: 0.04646 -2.36121 -1.76479  -0.178
N: -0.46122 2.15670 1.14049  -0.079
O: 0.38985 -1.72030 -0.55157  -0.512
P: 1.00571 -0.15595 -0.62834  0.978
S: -1.28207 3.16385 -1.26620  0.619
H: 0.17760 1.25777 2.82946  0.111
H: 1.13390 -0.81162 1.73039  0.076
H: -0.31858 -1.63242 -2.39010  0.029
H: -0.82990 -2.96846 -1.44442  0.100
H: 0.83951 -2.97147 -2.16214  0.079
H: -1.00461 2.71914 1.77528  0.134


10.
Molecular formula: C4H6NP
Method: DFT, ωB97M-V with the def2-TZVPD basis set

Calculated values
Frontier orbital gap (alpha / beta) ... 8.5469 / 7.6542 eV
E_tot ... -15019.498 eV
Energy relative to the best compared isomer or geometry (same formula, charge and spin) ... 351.8 kJ/mol
Charge ... 0

Each line ends with the Löwdin charge.
Cartesian coordinates (Å):
C: -0.40800 -1.59859 -0.25434  -0.365
C: 1.25818 1.20721 0.19575  -0.629
C: -0.79637 -0.24479 -0.49744  -0.217
C: -0.07288 0.73955 0.52801  -0.342
N: 0.61021 -2.03175 0.34721  0.161
P: 2.72317 0.36990 0.40349  0.767
H: -1.08501 -2.33914 -0.77344  0.126
H: 1.44602 2.22559 -0.28986  0.042
H: -0.88194 0.06622 -1.58399  0.138
H: -1.87209 -0.20955 -0.09592  0.131
H: -0.05834 0.25387 1.44652  0.066
H: -0.86293 1.56147 0.57401  0.122


Q: What is the charge in the sixth record?
A: -1